11
Properties=species:S:1:pos:R:3 method="wB97M-V/def2-TZVPD" homo_lumo_gap_ev=9.10 total_energy_ev=-7092.184 multiplicity=1 homo_ev=-8.018 e_above_lowest_ev=1.874
N -2.4595 -0.1881 -0.1116
N -1.2496 0.6254 0.0741
C -0.1307 -0.0285 -0.1434
N 1.1117 0.5242 -0.0333
N 2.3254 -0.0834 0.0227
H -3.1589 0.5657 -0.2203
H -2.5519 -0.7580 0.7131
H -0.1929 -1.0679 -0.2820
H 1.1294 1.5559 0.1092
H 2.4856 -0.8086 0.7172
H 2.6914 -0.3367 -0.8457

=====

13
Properties=species:S:1:pos:R:3 method="wB97M-V/def2-TZVPD" homo_lumo_gap_ev=9.26 total_energy_ev=-11186.037 multiplicity=1 homo_ev=-8.351 e_above_lowest_ev=2.974
N -2.3437 -0.9314 0.1807
C -1.3685 -0.0353 -0.0034
O -1.6833 1.1455 -0.6316
N -0.1914 -0.2999 0.3413
N 0.7745 0.7242 0.1151
N 2.0589 0.4490 0.4626
O 2.6713 -0.3917 -0.6483
H -1.9891 -1.7729 0.3866
H -3.3119 -0.6569 0.2480
H -0.9165 1.5886 -0.3061
H 0.7524 0.9692 -0.9021
H 1.9423 -0.2722 1.1405
H 3.6049 -0.5160 -0.3833

=====

12
Properties=species:S:1:pos:R:3 method="wB97M-V/def2-TZVPD" homo_lumo_gap_ev=8.25 total_energy_ev=-17924.736 multiplicity=1 homo_ev=-7.728 e_above_lowest_ev=4.066
C 0.9814 -1.7219 0.4853
N -1.1412 0.7763 -0.0481
N -0.9450 0.1139 0.8859
N -1.9211 1.5527 -0.7701
N 0.9128 -0.3068 0.4758
S 1.2537 0.5452 -0.8670
H 0.2615 -2.1673 1.1971
H 0.7403 -2.2556 -0.4797
H 1.9860 -2.1521 0.8796
H -2.6920 1.8994 -0.2032
H -1.3947 2.2735 -1.2332
H 1.9583 1.4428 -0.3224

=====

9
Properties=species:S:1:pos:R:3 method="wB97M-V/def2-TZVPD" homo_lumo_gap_ev=6.82 total_energy_ev=-4670.711 multiplicity=1 homo_ev=-2.433 total_charge=-1 e_above_lowest_ev=0.657
O 1.8333 -0.2324 -1.9397
H 1.1833 0.0935 -2.6811
C -0.6510 0.3871 1.0234
N 0.1747 -0.6502 0.4403
H -1.7350 0.2423 0.7784
H -0.6651 1.3124 0.5729
H -0.5881 0.3961 2.1255
H -0.4422 -1.3151 -0.1153
H 0.8901 -0.2338 -0.2043

=====

9
Properties=species:S:1:pos:R:3 method="wB97M-V/def2-TZVPD" homo_lumo_gap_ev=6.37 total_energy_ev=-4670.513 multiplicity=1 homo_ev=-2.221 total_charge=-1 e_above_lowest_ev=0.854
O -1.4402 1.5173 2.2032
H -1.0351 2.4413 2.1977
C 0.7288 -0.9720 -0.8743
N 0.0933 0.2355 -0.3793
H 0.7463 -1.6854 -0.0012
H 1.6974 -0.7441 -1.3105
H -0.0177 -1.6105 -1.4797
H -0.7351 0.3584 -0.9931
H -0.0377 0.4597 0.6372

=====

9
Properties=species:S:1:pos:R:3 method="wB97M-V/def2-TZVPD" homo_lumo_gap_ev=10.69 total_energy_ev=-4664.528 multiplicity=1 homo_ev=-14.671 total_charge=+1 e_above_lowest_ev=0.238
N 0.5121 1.6088 -0.2201
H 0.0117 1.9004 -1.0599
H -0.1817 1.3324 0.4776
H 1.1523 0.8349 -0.3899
H 0.9993 2.4125 0.1843
O -0.2038 -0.8986 0.3505
C -0.6202 -2.0286 0.2501
H 0.0148 -2.9125 0.3826
H -1.6844 -2.2494 0.0249

=====

Q: Look up the multiplicity of the first one.
A: 1

=====

Q: What is the multiplicity in the first record?
A: 1

=====

Q: What is the multiplicity in the sixth record?
A: 1

=====

Copy entry 4 word for word.
9
Properties=species:S:1:pos:R:3 method="wB97M-V/def2-TZVPD" homo_lumo_gap_ev=6.82 total_energy_ev=-4670.711 multiplicity=1 homo_ev=-2.433 total_charge=-1 e_above_lowest_ev=0.657
O 1.8333 -0.2324 -1.9397
H 1.1833 0.0935 -2.6811
C -0.6510 0.3871 1.0234
N 0.1747 -0.6502 0.4403
H -1.7350 0.2423 0.7784
H -0.6651 1.3124 0.5729
H -0.5881 0.3961 2.1255
H -0.4422 -1.3151 -0.1153
H 0.8901 -0.2338 -0.2043